[1]
Here is a molecular structure, C29H21Cl2IPSZn from the OMol25 dataset. Energies are from the ωB97M-V functional and the def2-TZVPD basis.

Geometry as XYZ:
```
56
Properties=species:S:1:pos:R:3:mulliken_charge:R:1
Zn 1.102 -0.703 -1.101 -0.41
C -5.750 1.066 0.822 -0.41
C -5.239 0.835 -0.447 -0.69
C -3.881 0.641 -0.619 -0.64
C -3.028 0.675 0.479 0.14
C -3.540 0.919 1.747 0.14
C -4.903 1.109 1.917 -0.82
P -1.265 0.436 0.181 2.10
C -0.474 0.114 1.772 0.26
C 0.591 0.899 2.202 -0.33
C 1.240 0.598 3.391 -0.72
C 0.820 -0.482 4.151 -0.52
C -0.241 -1.268 3.720 -0.74
C -0.891 -0.983 2.530 0.14
C -0.641 2.060 -0.380 1.04
C -1.331 3.124 0.146 -0.69
C -0.958 4.456 -0.120 -1.11
C 0.106 4.698 -0.933 -0.72
C 0.851 3.633 -1.496 1.09
C 1.956 3.926 -2.332 -0.85
C 2.704 2.917 -2.855 -0.87
C 2.391 1.576 -2.539 -0.46
C 1.331 1.212 -1.741 -1.37
C 0.518 2.276 -1.217 1.01
H -6.817 1.194 0.959 0.36
H -5.903 0.777 -1.300 0.37
H -3.490 0.423 -1.606 0.25
H -2.883 0.928 2.607 0.43
H -5.303 1.269 2.910 0.39
H 0.923 1.742 1.608 0.41
H 2.074 1.206 3.717 0.42
H 1.327 -0.720 5.078 0.37
H -0.565 -2.118 4.305 0.45
H -1.710 -1.623 2.201 -0.16
H -2.197 2.955 0.772 0.38
H -1.527 5.269 0.314 0.41
H 0.405 5.714 -1.165 0.35
H 2.194 4.965 -2.531 0.33
H 3.554 3.139 -3.491 0.38
H 3.042 0.801 -2.933 0.37
Cl 0.838 -3.825 -0.140 -0.14
C 2.385 -4.180 -0.847 0.91
C 2.600 -5.495 -1.228 -0.75
C 3.806 -5.861 -1.798 -0.28
C 4.784 -4.898 -1.983 -0.79
C 4.542 -3.591 -1.597 0.51
Cl 5.832 -2.449 -1.876 -0.24
C 3.338 -3.165 -1.011 -0.65
S 3.144 -1.495 -0.501 -0.35
H 1.814 -6.219 -1.063 0.42
H 3.984 -6.887 -2.091 0.35
H 5.737 -5.144 -2.429 0.39
I -3.817 -2.997 0.932 -0.76
C -0.891 -0.904 -0.866 -1.13
H -1.366 -0.750 -1.838 0.75
H -1.319 -1.791 -0.391 0.70
```

Output
HOMO = -4.194 eV
lowest unoccupied orbital energy = 2.427 eV
energy above the lowest of the compared OMol25 structures with the same formula, charge and spin = 0.0 kcal/mol
Kohn-Sham gap = 6.62 eV
net charge = -1



[2]
Here is a molecular structure, C29H21Cl5N5O2V from the OMol25 dataset. Energies are from the ωB97M-V functional and the def2-TZVPD basis.

Geometry as XYZ:
```
63
Properties=species:S:1:pos:R:3:mulliken_charge:R:1
V -0.674 -0.547 -0.211 0.37
C -0.616 -3.293 -1.855 -0.90
N -1.239 -2.767 -0.620 -0.11
C -0.971 -3.557 0.601 -1.55
C 0.024 -2.861 1.479 0.56
N 0.272 -1.577 1.381 0.70
C 1.152 -1.258 2.414 -0.06
C 1.720 -0.037 2.768 -0.23
C 2.559 -0.041 3.863 -1.03
C 2.830 -1.216 4.583 -0.57
C 2.269 -2.429 4.237 -1.14
C 1.421 -2.420 3.136 0.50
N 0.686 -3.424 2.508 -0.10
C 0.388 -2.303 -2.338 0.12
N 0.756 -1.297 -1.585 0.20
C 1.667 -0.551 -2.341 0.40
C 2.362 0.616 -2.035 -0.39
C 3.198 1.119 -3.011 -0.92
C 3.350 0.482 -4.252 -0.48
C 2.674 -0.682 -4.559 -1.04
C 1.830 -1.179 -3.575 0.54
N 0.998 -2.297 -3.534 -0.08
H -1.376 -3.470 -2.617 0.49
H -0.126 -4.250 -1.661 0.41
H -2.241 -2.724 -0.759 0.27
H -0.632 -4.566 0.356 0.52
H -1.901 -3.665 1.161 0.42
H 1.495 0.861 2.207 0.63
H 3.022 0.884 4.180 0.48
H 3.496 -1.169 5.434 0.41
H 2.480 -3.331 4.795 0.44
H 0.644 -4.391 2.782 0.25
H 2.244 1.101 -1.076 0.48
H 3.752 2.027 -2.817 0.46
H 4.016 0.913 -4.986 0.40
H 2.796 -1.174 -5.514 0.43
H 0.865 -2.968 -4.272 0.23
Cl -1.965 4.999 -3.652 -0.18
C -1.335 3.879 -2.513 0.36
C -0.466 4.314 -1.504 0.57
Cl -0.024 5.970 -1.403 -0.18
C 0.046 3.407 -0.580 0.67
Cl 1.115 3.882 0.679 -0.19
C -0.326 2.073 -0.659 -0.01
O 0.110 1.116 0.164 0.13
C -1.194 1.641 -1.664 -0.53
O -1.447 0.322 -1.649 -0.74
C -1.696 2.535 -2.597 0.17
Cl -2.768 1.948 -3.806 -0.21
Cl -2.185 4.798 3.155 -0.21
C -2.351 3.211 2.491 0.33
C -1.832 2.122 3.184 -0.92
C -1.940 0.861 2.637 -0.12
C -2.552 0.663 1.392 0.48
C -2.529 -0.663 0.745 -1.48
C -3.099 1.770 0.737 -0.17
C -3.005 3.040 1.282 -0.89
H -1.349 2.275 4.139 0.46
H -1.524 0.012 3.169 0.48
H -3.289 -0.777 -0.028 0.56
H -2.559 -1.487 1.458 0.67
H -3.603 1.633 -0.213 0.37
H -3.423 3.896 0.771 0.51
```

Output
<S²> = 0.8561
HOMO (spin up / spin down) = -10.197 / -10.342 eV
multiplicity = 2
lowest unoccupied orbital energy (spin up / spin down) = -3.735 / -3.027 eV
energy above the lowest of the compared OMol25 structures with the same formula, charge and spin = 1.1 kcal/mol
Kohn-Sham gap (spin up / spin down) = 6.46 / 7.32 eV
net charge = +1



[3]
Here is a molecular structure, C29H21N6PS12V from the OMol25 dataset. Energies are from the ωB97M-V functional and the def2-TZVPD basis.

Geometry as XYZ:
```
70
Properties=species:S:1:pos:R:3:mulliken_charge:R:1
V 0.629 -0.650 0.850 -0.36
N -0.069 -1.109 -2.100 0.16
P -0.216 0.355 -1.162 1.89
C 0.583 1.488 -2.376 0.29
C 0.014 1.692 -3.634 -0.80
C 0.622 2.524 -4.559 -0.65
C 1.800 3.187 -4.229 -0.53
C 2.364 3.004 -2.978 -0.76
C 1.758 2.155 -2.057 0.22
C -1.951 0.855 -1.482 0.25
C -2.319 2.154 -1.133 -0.53
C -3.617 2.595 -1.325 -0.63
C -4.565 1.737 -1.872 -0.51
C -4.209 0.441 -2.209 -0.69
C -2.907 -0.004 -2.007 -0.10
C -0.292 -2.295 -1.438 -0.63
C -0.624 -3.465 -2.122 -0.52
C -0.856 -4.610 -1.393 -0.72
C -0.803 -4.560 -0.008 -0.72
C -0.487 -3.364 0.602 -0.86
N -0.156 -2.258 -0.100 1.93
H -0.381 -1.107 -3.063 0.43
H -0.925 1.211 -3.885 0.30
H 0.169 2.671 -5.531 0.39
H 2.271 3.847 -4.948 0.36
H 3.277 3.521 -2.708 0.45
H 2.215 2.013 -1.086 0.51
H -1.584 2.822 -0.692 0.29
H -3.903 3.593 -1.017 0.39
H -5.591 2.065 -1.978 0.34
H -4.953 -0.247 -2.588 0.37
H -2.667 -1.038 -2.222 0.15
H -0.695 -3.451 -3.201 0.46
H -1.114 -5.531 -1.902 0.39
H -1.048 -5.414 0.606 0.47
H -0.471 -3.257 1.677 0.39
N 2.761 -3.302 -0.690 -0.43
C 3.342 -2.131 -0.264 0.29
N 2.698 -1.031 -0.006 0.58
C 3.596 -0.060 0.448 -0.89
C 4.892 -0.415 0.472 -0.29
S 5.057 -2.036 -0.075 -0.33
C 3.034 1.191 0.952 -1.51
C 3.651 2.381 1.057 0.79
S 2.558 3.538 1.724 -0.32
C 1.317 2.337 1.760 -0.03
N 1.700 1.161 1.329 0.68
N 0.059 2.601 2.154 -0.13
H 1.791 -3.386 -0.411 0.04
H 3.285 -4.124 -0.430 0.27
H 5.723 0.137 0.872 0.44
H 4.674 2.625 0.833 0.48
H -0.101 3.412 2.726 0.27
H -0.499 1.757 2.345 -0.41
S -6.240 2.567 1.574 -0.34
C -5.087 1.345 1.581 0.05
S -3.486 1.530 2.124 -0.08
C -2.850 -0.049 1.731 -0.33
C -3.734 -0.918 1.175 0.32
S -3.540 -2.550 0.625 -0.38
S -5.353 -0.244 1.017 -0.21
S -1.203 -0.355 2.320 -0.64
S 0.123 -1.607 8.211 -0.41
C 0.825 -1.260 6.722 0.09
S 0.556 -2.135 5.292 -0.02
C 1.634 -1.278 4.216 -0.11
C 2.307 -0.228 4.757 0.18
S 3.460 0.884 4.077 -0.47
S 1.928 0.021 6.454 -0.19
S 1.828 -1.948 2.597 -0.39
```

Output
<S²> = 0.7643
HOMO (spin up / spin down) = -1.198 / -1.194 eV
multiplicity = 2
lowest unoccupied orbital energy (spin up / spin down) = 3.507 / 3.508 eV
energy above the lowest of the compared OMol25 structures with the same formula, charge and spin = 5.0 kcal/mol
Kohn-Sham gap (spin up / spin down) = 4.71 / 4.70 eV
net charge = -2



[4]
Here is a molecular structure, C29H22AgClF2N3O2S from the OMol25 dataset. Energies are from the ωB97M-V functional and the def2-TZVPD basis.

Geometry as XYZ:
```
61
Properties=species:S:1:pos:R:3:mulliken_charge:R:1
Ag 0.281 -0.086 -0.409 -0.44
Cl -5.350 4.448 -1.171 -0.28
C -3.842 3.594 -1.333 0.25
C -3.436 3.178 -2.604 -0.54
C -2.254 2.510 -2.745 -0.55
C -1.380 2.236 -1.645 -0.30
O -0.289 1.633 -1.840 -0.30
C -1.833 2.693 -0.351 0.60
C -1.129 2.413 0.847 -0.08
N 0.070 1.926 0.929 -0.03
C 0.610 1.685 2.167 0.50
C 0.318 2.434 3.304 -0.63
C 0.797 2.055 4.554 -0.73
C 1.585 0.939 4.701 -0.97
C 1.997 0.212 3.568 1.30
C 2.866 -0.897 3.638 -0.92
C 3.244 -1.525 2.475 -0.86
C 2.784 -1.031 1.256 -0.55
N 1.956 -0.006 1.150 0.48
C 1.535 0.604 2.283 0.16
C -3.073 3.340 -0.231 -1.05
H -4.059 3.389 -3.465 0.38
H -1.938 2.161 -3.719 0.40
H -1.710 2.576 1.766 0.37
H -0.305 3.313 3.218 0.60
H 0.517 2.639 5.423 0.39
H 1.897 0.607 5.682 0.37
H 3.233 -1.223 4.602 0.40
H 3.919 -2.366 2.488 0.41
H 3.116 -1.459 0.320 0.47
H -3.403 3.650 0.754 0.41
F -1.881 -2.609 4.168 -0.37
C -1.678 -2.663 2.817 0.15
C -1.191 -1.560 2.148 0.42
C -1.029 -1.549 0.756 -1.08
C -1.395 -2.745 0.090 0.57
C -1.794 -3.869 0.805 0.14
F -1.993 -5.073 0.182 -0.37
C -1.950 -3.857 2.175 -0.68
C -1.384 -2.742 -1.373 0.69
C -2.328 -3.458 -2.115 -0.84
C -2.289 -3.402 -3.494 -0.35
C -1.319 -2.617 -4.102 -0.79
C -0.439 -1.922 -3.287 -0.13
N -0.464 -1.976 -1.968 0.05
H -0.941 -0.680 2.728 0.47
H -2.264 -4.741 2.706 0.48
H -3.082 -4.038 -1.606 0.38
H -3.002 -3.963 -4.086 0.40
H -1.243 -2.555 -5.177 0.38
H 0.336 -1.295 -3.705 0.33
C 3.630 0.981 -3.677 -1.18
S 2.358 1.031 -2.303 0.88
C 3.548 1.702 -1.063 -0.90
O 2.226 -0.388 -1.955 -0.64
H 4.004 1.977 -3.885 0.40
H 3.133 0.587 -4.558 0.33
H 4.435 0.317 -3.384 0.31
H 3.863 2.697 -1.353 0.50
H 4.399 1.036 -0.975 0.34
H 3.009 1.738 -0.122 -0.08
```

Output
HOMO = -3.632 eV
lowest unoccupied orbital energy = 2.381 eV
energy above the lowest of the compared OMol25 structures with the same formula, charge and spin = 13.2 kcal/mol
Kohn-Sham gap = 6.01 eV
net charge = -1